(1)
Below is a cluster of 4 separate species, C35H51BrN2O6S4 in total at a distorted geometry, with properties calculated with ωB97M-V/def2-TZVPD.

The SMILES is CCCCCCCCCc1nc2ccc(S)c(-c3ccccc3)c2nc1Br.O=S1(=O)CCCC1.O=S1(=O)CCCC1.O=S1(=O)CCCC1. Its LUMO energy is -0.96 eV. The HOMO energy comes out at -8.137 eV. As for the spin multiplicity: 1. Its largest force on an atom is 6.56 eV/A. The calculated total energy is -165758.7239 eV.

Last column: Löwdin charge in e.
CARTESIAN COORDINATES (ANGSTROEM)
1 C 8.0016 -2.0867 3.0483  -0.138
2 C 8.2660 -0.5064 3.3254  -0.249
3 C 7.0673 0.4204 2.7819  -0.212
4 C 6.2342 1.1284 3.9832  -0.197
5 C 4.6956 0.5867 4.0291  -0.222
6 C 4.2372 0.2548 5.5644  -0.193
7 C 3.3643 -1.0945 5.5241  -0.235
8 C 2.1198 -1.1346 6.5393  -0.200
9 C 1.1146 0.1175 6.4433  -0.178
10 C -0.2864 -0.2398 5.7020  -0.198
11 N -1.3280 -0.7353 6.5392  0.127
12 C -2.4894 -0.9461 5.7153  -0.160
13 C -3.7915 -1.4697 6.4604  -0.005
14 C -5.1415 -1.7282 5.7619  -0.075
15 C -5.2615 -1.4461 4.2153  -0.497
16 S -6.9056 -1.7444 3.4380  0.676
17 C -3.9941 -0.9452 3.4569  -0.094
18 C -4.0510 -0.6366 1.8986  -0.181
19 C -3.4712 -1.6791 0.9027  -0.040
20 C -3.4395 -1.4848 -0.6362  -0.057
21 C -4.0363 -0.1492 -1.2445  -0.051
22 C -4.6230 0.9221 -0.2675  -0.045
23 C -4.6318 0.6954 1.2871  -0.002
24 C -2.6233 -0.6958 4.1949  -0.120
25 N -1.5172 -0.2365 3.3997  0.075
26 C -0.3417 -0.0044 4.1626  -0.521
27 Br 1.2500 0.6512 3.1565  0.723
28 H 7.3362 -2.2356 2.1116  0.073
29 H 7.4948 -2.5914 3.9439  0.069
30 H 8.9803 -2.6469 2.8305  0.067
31 H 8.4554 -0.3236 4.4413  0.098
32 H 9.2291 -0.2559 2.7367  0.100
33 H 6.3372 -0.2345 2.1900  0.090
34 H 7.5111 1.2393 2.1216  0.099
35 H 6.7566 1.0012 5.0015  0.095
36 H 6.2233 2.2660 3.7744  0.105
37 H 4.0511 1.4368 3.5925  0.073
38 H 4.5425 -0.3362 3.3752  0.090
39 H 5.1857 0.1169 6.1858  0.100
40 H 3.6885 1.1744 5.9597  0.101
41 H 3.0144 -1.3986 4.4676  0.082
42 H 4.0763 -1.9491 5.8552  0.115
43 H 2.5475 -1.1625 7.6140  0.114
44 H 1.5278 -2.1177 6.4222  0.119
45 H 0.8086 0.3747 7.5277  0.116
46 H 1.5503 1.0556 5.9638  0.074
47 H -3.7376 -1.6525 7.5858  0.094
48 H -6.0134 -2.1235 6.4050  0.099
49 H -6.8513 -2.8163 2.5515  -0.119
50 H -3.0209 -2.6359 1.3354  0.096
51 H -3.0008 -2.2734 -1.3297  0.077
52 H -4.0571 0.0547 -2.3707  0.049
53 H -5.0710 1.8765 -0.7220  0.055
54 H -5.0629 1.5056 1.9726  0.097
55 O -6.3081 2.6115 -2.0843  -0.331
56 S -6.2141 2.0157 -3.3988  0.691
57 O -5.1947 1.0474 -3.7347  -0.342
58 C -7.8089 1.3454 -3.8324  -0.225
59 C -8.5332 2.5038 -4.5055  -0.223
60 C -7.5008 3.1609 -5.4241  -0.216
61 C -6.2087 3.3220 -4.6211  -0.218
62 H -8.3156 0.9828 -2.9382  0.113
63 H -7.6462 0.5229 -4.5326  0.112
64 H -9.4092 2.1610 -5.0599  0.118
65 H -8.8694 3.2241 -3.7526  0.121
66 H -7.3191 2.5143 -6.2888  0.120
67 H -7.8515 4.1234 -5.8031  0.117
68 H -5.3261 3.2215 -5.2540  0.107
69 H -6.1815 4.2774 -4.0941  0.108
70 O -1.1930 -2.7299 -6.8779  -0.328
71 S -1.2406 -1.3107 -6.6070  0.670
72 O -1.5756 -0.3416 -7.6276  -0.336
73 C -2.2889 -1.0406 -5.1888  -0.235
74 C -1.3458 -1.1490 -3.9975  -0.213
75 C -0.0792 -0.3895 -4.4004  -0.233
76 C 0.2904 -0.8306 -5.8164  -0.227
77 H -3.0897 -1.7798 -5.1727  0.109
78 H -2.7070 -0.0344 -5.2685  0.103
79 H -1.8000 -0.7445 -3.0904  0.093
80 H -1.0998 -2.1995 -3.8087  0.123
81 H -0.2818 0.6860 -4.3913  0.121
82 H 0.7405 -0.5735 -3.7045  0.073
83 H 0.7511 -0.0203 -6.3826  0.101
84 H 0.9517 -1.6994 -5.8051  0.107
85 O 3.0293 -1.1031 -2.9809  -0.313
86 S 3.3372 0.1218 -3.6831  0.676
87 O 2.3071 1.0037 -4.1868  -0.325
88 C 4.4735 1.0737 -2.6905  -0.229
89 C 5.8501 0.5821 -3.1187  -0.224
90 C 5.7934 0.4654 -4.6431  -0.217
91 C 4.4895 -0.2506 -5.0004  -0.220
92 H 4.2693 0.9114 -1.6324  0.110
93 H 4.3357 2.1274 -2.9434  0.111
94 H 6.6384 1.2640 -2.7933  0.117
95 H 6.0502 -0.4010 -2.6802  0.121
96 H 5.7968 1.4671 -5.0852  0.119
97 H 6.6586 -0.0705 -5.0399  0.117
98 H 4.0824 0.1041 -5.9481  0.106
99 H 4.6241 -1.3332 -5.0353  0.109

(2)
Below is a structure of composition C45H54BrNO2PdSi at a distorted geometry, with properties calculated with ωB97M-V/def2-TZVPD.

Its LUMO energy (alpha / beta) is -0.87 / -0.87 eV. The HOMO energy (alpha / beta) comes out at -8.219 / -8.219 eV. As for the spin multiplicity: 1. Its largest force on an atom is 1.91 eV/A. The calculated total energy is -134528.0098 eV.

Last column: Löwdin charge in e.
CARTESIAN COORDINATES (ANGSTROEM)
1 Pd 0.0460 -0.1437 0.0593  0.779
2 O 2.0086 -0.1142 0.4242  -0.305
3 C 2.7544 0.9298 -0.0405  -0.510
4 C 2.4270 2.2266 0.7518  -0.051
5 C 1.0867 2.8681 0.4857  -0.221
6 C 0.9031 4.1776 0.9196  -0.011
7 C -0.3237 4.7957 0.7351  -0.031
8 C -1.3403 4.0740 0.1330  -0.011
9 C -1.0946 2.7777 -0.2985  -0.246
10 C -2.1823 1.9955 -0.9676  -0.031
11 C -2.7170 0.8116 -0.0743  -0.499
12 O -1.9358 -0.2870 -0.2225  -0.335
13 C -4.1559 0.3918 -0.4154  -0.137
14 C -5.1374 1.1912 -0.9812  -0.050
15 C -6.4128 0.6921 -1.1934  -0.088
16 C -6.7288 -0.6100 -0.8508  -0.098
17 C -5.7548 -1.4184 -0.2921  -0.077
18 C -4.4888 -0.9161 -0.0743  -0.017
19 C -2.7708 1.2827 1.3966  -0.149
20 C -3.7181 2.2103 1.8118  -0.032
21 C -3.8154 2.5721 3.1432  -0.078
22 C -2.9619 2.0200 4.0835  -0.096
23 C -2.0047 1.1077 3.6780  -0.078
24 C -1.9123 0.7428 2.3465  -0.033
25 N 0.1063 2.1972 -0.1285  0.154
26 C 2.5810 1.2183 -1.5451  -0.154
27 C 3.3262 2.2260 -2.1485  -0.026
28 C 3.2128 2.4782 -3.5039  -0.079
29 C 2.3495 1.7297 -4.2868  -0.096
30 C 1.6179 0.7131 -3.7009  -0.079
31 C 1.7392 0.4550 -2.3456  -0.048
32 C 4.2301 0.5164 0.1055  -0.135
33 C 4.5118 -0.8221 -0.1501  -0.016
34 C 5.7961 -1.3180 -0.0524  -0.076
35 C 6.8369 -0.4740 0.2945  -0.098
36 C 6.5702 0.8590 0.5470  -0.088
37 C 5.2788 1.3525 0.4573  -0.043
38 H 3.1936 2.9807 0.5758  0.100
39 H 2.4569 1.9584 1.8155  0.146
40 H 1.7218 4.7115 1.3790  0.116
41 H -0.4778 5.8185 1.0453  0.111
42 H -2.3047 4.5228 -0.0365  0.116
43 H -1.8034 1.5371 -1.8869  0.136
44 H -2.9954 2.6734 -1.2179  0.098
45 H -4.9352 2.2108 -1.2781  0.099
46 H -7.1653 1.3326 -1.6314  0.099
47 H -7.7269 -0.9910 -1.0114  0.097
48 H -5.9777 -2.4406 -0.0217  0.099
49 H -3.7180 -1.5409 0.3480  0.110
50 H -4.3993 2.6449 1.0958  0.110
51 H -4.5745 3.2766 3.4524  0.101
52 H -3.0504 2.2881 5.1254  0.098
53 H -1.3383 0.6582 4.4004  0.102
54 H -1.1581 -0.0037 2.0490  0.088
55 H 4.0151 2.8179 -1.5643  0.110
56 H 3.8092 3.2603 -3.9532  0.101
57 H 2.2606 1.9282 -5.3445  0.098
58 H 0.9572 0.1024 -4.2988  0.102
59 H 1.1783 -0.3857 -1.9185  0.072
60 H 3.6919 -1.4763 -0.4016  0.105
61 H 5.9840 -2.3643 -0.2453  0.099
62 H 7.8472 -0.8498 0.3669  0.098
63 H 7.3714 1.5294 0.8229  0.099
64 H 5.1196 2.3972 0.6814  0.100
65 C 2.0236 -7.1498 -0.3449  -0.085
66 C 1.8475 -5.6672 -0.0051  -0.627
67 C 2.4486 -5.4037 1.3783  -0.102
68 C 2.6791 -4.8443 -0.9940  -0.116
69 Si -0.0431 -5.1478 -0.0252  0.675
70 Br 0.0816 -2.7480 -0.0646  0.587
71 C -1.0263 -5.5394 1.6233  -0.626
72 C -0.8586 -7.0059 2.0324  -0.085
73 C -2.5195 -5.2564 1.4343  -0.100
74 C -0.5623 -4.6530 2.7829  -0.115
75 C -1.0115 -5.5833 -1.6725  -0.626
76 C -2.2405 -4.6883 -1.8647  -0.111
77 C -1.4684 -7.0453 -1.6845  -0.084
78 C -0.1057 -5.3486 -2.8843  -0.105
79 H 3.0780 -7.4208 -0.3052  0.090
80 H 1.6645 -7.3631 -1.3473  0.063
81 H 1.4842 -7.7823 0.3548  0.071
82 H 3.5209 -5.5969 1.3576  0.089
83 H 2.0156 -6.0494 2.1356  0.062
84 H 2.3025 -4.3651 1.6613  0.076
85 H 3.7308 -5.0998 -0.8749  0.087
86 H 2.5717 -3.7832 -0.7970  0.029
87 H 2.4047 -5.0368 -2.0236  0.062
88 H -1.2044 -7.6739 1.2479  0.071
89 H -1.4342 -7.2130 2.9338  0.090
90 H 0.1813 -7.2354 2.2433  0.062
91 H -2.9732 -5.9518 0.7352  0.064
92 H -2.6736 -4.2405 1.0822  0.071
93 H -3.0378 -5.3651 2.3869  0.090
94 H 0.4622 -4.8555 3.0695  0.061
95 H -1.1952 -4.8360 3.6502  0.087
96 H -0.6485 -3.6024 2.5251  0.040
97 H -3.0284 -4.9205 -1.1589  0.061
98 H -2.6403 -4.8378 -2.8662  0.087
99 H -1.9838 -3.6390 -1.7637  0.043
100 H -2.1565 -7.2466 -0.8689  0.062
101 H -0.6237 -7.7232 -1.5942  0.070
102 H -1.9853 -7.2688 -2.6171  0.091
103 H 0.2816 -4.3339 -2.8761  0.073
104 H -0.6749 -5.4855 -3.8033  0.088
105 H 0.7228 -6.0496 -2.9066  0.063

(3)
Below is a cluster of 2 separate species, C2H5NOS in total at a distorted geometry, with properties calculated with ωB97M-V/def2-TZVPD.

Its LUMO energy is -2.26 eV. The HOMO energy comes out at -9.025 eV. As for the spin multiplicity: 1. Its largest force on an atom is 8.89 eV/A. The calculated total energy is -16519.9052 eV.

Last column: Löwdin charge in e.
CARTESIAN COORDINATES (ANGSTROEM)
1 C -1.4411 -0.6171 1.0007  -0.172
2 C -0.6023 0.4017 -0.0318  -0.207
3 H -3.9961 -0.8188 1.2539  0.304
4 H -0.8037 -1.3945 1.1428  0.050
5 H -1.7458 -0.0624 1.7865  0.039
6 H -0.8573 1.3565 -0.6373  0.135
7 H 3.0675 -0.1348 -0.3027  -0.193
8 N 0.5554 -0.1139 0.0197  -0.376
9 O -2.5532 -1.0160 -0.0015  -0.236
10 S 2.0709 0.7045 -0.5739  0.656

(4)
Below is the ion C35H25OS with charge -1 at a distorted geometry, with properties calculated with ωB97M-V/def2-TZVPD.

The SMILES is [O-]c1c(-c2ccccc2)cc([C@H](Sc2ccc3ccccc3c2)c2ccccc2)cc1-c1ccccc1. Its LUMO energy is 2.09 eV. The HOMO energy comes out at -3.344 eV. As for the spin multiplicity: 1. Its largest force on an atom is 1.55 eV/A. The calculated total energy is -49584.9780 eV. As for the charge: -1.

Last column: Löwdin charge in e.
CARTESIAN COORDINATES (ANGSTROEM)
1 O 1.7192 3.7325 1.2948  -0.044
2 C 1.1174 3.0089 0.4762  -0.313
3 C 1.6913 1.7239 -0.0054  -0.098
4 C 3.1318 1.4528 -0.0321  -0.156
5 C 3.6802 0.3634 -0.7733  -0.044
6 C 5.0525 0.0939 -0.7407  -0.115
7 C 5.9236 0.9369 -0.0333  -0.130
8 C 5.3975 1.9985 0.7084  -0.101
9 C 4.0270 2.2324 0.7145  -0.032
10 C 0.8004 0.7013 -0.2663  -0.058
11 C -0.5805 0.8789 -0.2120  -0.250
12 C -1.3818 -0.4311 -0.0920  -0.434
13 S -0.8187 -1.6615 -1.3737  0.985
14 C -0.4368 -3.2249 -0.6654  -0.529
15 C -1.4521 -4.1370 -0.2844  -0.088
16 C -1.1457 -5.4461 0.0502  -0.038
17 C 0.1939 -5.8908 0.1186  -0.179
18 C 0.5405 -7.1222 0.7248  -0.047
19 C 1.8728 -7.4940 0.8792  -0.094
20 C 2.8861 -6.7199 0.2627  -0.093
21 C 2.5707 -5.5285 -0.3844  -0.032
22 C 1.2420 -5.0159 -0.3621  -0.159
23 C 0.8906 -3.6926 -0.7232  -0.037
24 C -2.8947 -0.2866 -0.1070  -0.254
25 C -3.5015 0.5752 -1.0201  -0.062
26 C -4.8613 0.8842 -0.9001  -0.079
27 C -5.6376 0.2457 0.0709  -0.106
28 C -5.0697 -0.7774 0.8375  -0.095
29 C -3.6993 -1.0493 0.7462  -0.047
30 C -1.0886 2.1971 -0.1647  -0.011
31 C -0.2756 3.3041 0.0744  -0.101
32 C -0.8001 4.6854 0.0654  -0.147
33 C -1.9873 5.0250 -0.6504  -0.045
34 C -2.5109 6.3248 -0.6286  -0.118
35 C -1.8516 7.3548 0.0534  -0.132
36 C -0.6826 7.0512 0.7537  -0.105
37 C -0.1795 5.7499 0.7575  -0.030
38 H 3.0296 -0.2511 -1.4060  0.099
39 H 5.4512 -0.7711 -1.2785  0.089
40 H 6.9987 0.7622 -0.0539  0.083
41 H 6.0450 2.6573 1.2817  0.092
42 H 3.6257 3.0472 1.3034  0.089
43 H 1.1988 -0.3024 -0.4235  0.073
44 H -1.0730 -0.9382 0.8352  0.113
45 H -2.4833 -3.7965 -0.2880  0.097
46 H -1.9160 -6.1839 0.2930  0.111
47 H -0.2599 -7.7594 1.1164  0.108
48 H 2.1362 -8.3891 1.4576  0.099
49 H 3.9221 -7.0623 0.3188  0.098
50 H 3.3460 -4.9377 -0.8753  0.112
51 H 1.6540 -3.0001 -1.0788  0.105
52 H -2.8864 1.0451 -1.7899  0.122
53 H -5.2998 1.6019 -1.5919  0.100
54 H -6.6826 0.5300 0.2048  0.094
55 H -5.6951 -1.3828 1.4877  0.093
56 H -3.2382 -1.8368 1.3458  0.108
57 H -2.1547 2.3734 -0.2782  0.085
58 H -2.4911 4.2637 -1.2556  0.098
59 H -3.4456 6.5413 -1.1504  0.088
60 H -2.2361 8.3739 0.0387  0.084
61 H -0.1522 7.8284 1.3008  0.091
62 H 0.7253 5.5440 1.3171  0.088

What is the formula in the fourth record?
C35H25OS

Which value of calculated total energy does entry 4 give?
-49584.9780 eV

Among the records above, which one has the highest calculated total energy?
C2H5NOS

calculated total energy of number 1 (C35H51BrN2O6S4)?
-165758.7239 eV